# 1
This record from the Open Molecules 2025 dataset describes C16H17N6S3Ti as an isolated structure at a distorted geometry. The level of theory is wB97M-V/def2-TZVPD.

⟨S²⟩	0.753
orbital gap (spin up / spin down)	6.31 / 6.37	eV
2S+1	2
total energy	-2992.03496	hartree
total charge	+2
E_HOMO (spin up / spin down)	-0.50573 / -0.50643	hartree
maximum force	3.1	eV Å⁻¹

CARTESIAN COORDINATES (ANGSTROEM)
H 2.370 -4.156 -1.116
H -2.421 1.020 3.530
C 0.982 -0.808 -2.325
N 0.572 1.061 -3.828
H 1.474 -2.462 0.465
C 1.477 1.629 2.290
C -0.595 3.698 -6.135
C -1.646 -0.481 2.428
H -1.123 -0.598 4.368
C -3.082 1.334 1.550
N 0.971 -1.107 -0.997
H 1.149 0.583 -4.502
C -0.086 2.225 -4.308
C -1.396 4.459 -5.302
H 0.363 -2.287 4.357
H 1.489 -1.445 -4.311
S -1.625 -1.283 0.870
N -0.337 1.031 -1.672
H -3.829 0.704 1.072
C 0.378 0.499 -2.644
H -0.466 3.978 -7.171
H -2.383 1.698 0.795
N -1.011 -1.020 3.458
N 0.913 0.891 1.510
H -2.164 4.699 -3.304
C 1.988 -3.213 -1.482
H 0.667 1.968 -6.298
C 1.991 -2.916 -2.838
S 2.183 2.548 3.320
H 0.740 -1.863 2.684
H -1.907 5.332 -5.682
C 1.483 -2.284 -0.600
N -2.381 0.614 2.607
H -3.578 2.193 1.991
S -0.995 2.625 -1.737
C 0.052 2.574 -5.640
H 2.374 -3.631 -3.553
C -1.543 4.106 -3.964
C 1.493 -1.694 -3.258
C -0.875 3.003 -3.474
Ti 0.016 0.209 0.054
C -0.063 -2.124 3.372
H -0.550 -3.039 3.043

# 2
This record from the Open Molecules 2025 dataset describes a 2-piece molecular cluster, C16H17NO overall at a distorted geometry. The level of theory is wB97M-V/def2-TZVPD.

orbital gap	8.36	eV
2S+1	1
total energy	-749.88690	hartree
SMILES	Cc1c[nH]c2ccccc12.Cc1ccc(O)cc1
E_HOMO	-0.28099	hartree
maximum force	2.1	eV Å⁻¹

CARTESIAN COORDINATES (ANGSTROEM)
C 1.393 0.933 -2.713
C -1.059 -1.999 -0.756
H 0.793 2.924 -3.238
H 1.288 4.817 -1.098
C -1.491 -1.048 1.493
C 0.587 -1.203 2.325
H -2.803 -2.231 -1.971
H -4.264 -0.922 -0.401
H -0.317 0.439 4.356
C 1.926 0.149 -1.697
H -0.351 4.384 -1.486
H 2.211 -1.359 -2.857
H 1.191 0.457 -3.669
H 0.173 4.209 0.177
H 2.327 0.097 0.457
C 1.552 1.925 -0.113
C -3.241 -1.156 -0.154
C 0.494 4.101 -0.855
H 1.378 -2.077 0.516
C -2.394 -1.805 -1.067
C -0.671 -0.791 2.640
N 0.602 -1.729 1.054
H 1.681 2.327 0.887
H -3.509 -0.353 1.809
C 2.040 0.651 -0.432
H 1.491 -1.200 2.918
H -0.334 -2.347 -1.477
C -2.833 -0.852 1.127
O 2.288 -1.161 -1.909
C -1.122 -0.156 3.930
H -2.024 0.430 3.784
C -0.657 -1.648 0.527
C 1.051 2.722 -1.126
H -1.399 -0.946 4.639
C 1.029 2.235 -2.436

# 3
This record from the Open Molecules 2025 dataset describes one molecule with the formula C16H17NO4S at a distorted geometry. The level of theory is wB97M-V/def2-TZVPD.

orbital gap	8.72	eV
2S+1	1
total energy	-1373.72206	hartree
SMILES	COc1ccc(N(C[C@@H]2CO2)S(=O)(=O)c2ccccc2)cc1
E_HOMO	-0.29978	hartree
maximum force	1.5	eV Å⁻¹

CARTESIAN COORDINATES (ANGSTROEM)
S -0.816 -0.838 -1.350
C 1.123 3.570 -0.133
H -2.890 -4.932 0.357
H -0.137 -0.529 3.798
H -2.861 -2.795 -0.934
C 3.200 5.473 -0.457
C -1.247 0.550 2.219
O -2.134 -0.597 -1.865
C -1.994 -4.332 0.313
H 1.200 -4.304 1.431
C -0.835 -2.390 -0.449
H 0.846 4.598 0.039
H -0.853 2.896 0.249
C 2.422 3.224 -0.483
H -0.804 1.505 2.491
C 0.448 1.252 -0.217
C 0.315 -2.791 0.203
C 0.149 2.592 -0.010
O -2.085 -0.008 3.184
H -2.281 -0.480 0.660
O 0.284 -0.824 -2.261
O 3.454 4.100 -0.632
H 2.865 5.694 0.561
H 2.002 -0.124 -0.743
H -0.883 -1.608 2.515
H -0.850 -5.668 1.531
H 3.732 1.617 -0.972
H 2.457 5.839 -1.173
N -0.506 0.226 -0.077
C -1.664 0.414 0.769
H 4.150 5.973 -0.638
C 1.756 0.908 -0.558
H 1.196 -2.172 0.145
H -2.273 1.273 0.462
C 2.723 1.878 -0.698
C -0.850 -0.632 2.988
C 0.308 -3.978 0.917
C -1.989 -3.147 -0.405
C -0.846 -4.744 0.972

# 4
This record from the Open Molecules 2025 dataset describes one molecule with the formula C16H17NO6S. The level of theory is wB97M-V/def2-TZVPD.

orbital gap	8.74	eV
2S+1	1
total energy	-1524.27584	hartree
SMILES	COc1ccc(OC)c(S(=O)(=O)Nc2ccc(CC(=O)O)cc2)c1
E_HOMO	-0.30525	hartree
maximum force	1.0	eV Å⁻¹

CARTESIAN COORDINATES (ANGSTROEM)
O -1.936 -3.599 -0.263
H 0.515 2.539 2.942
C -2.967 -3.725 -1.217
C -0.344 2.167 -0.850
H -0.122 -3.178 1.450
C -1.660 -2.361 0.222
N -1.616 2.621 -0.525
C 3.482 0.303 -1.286
O 3.128 -0.240 1.048
C 3.638 -0.497 -0.010
H 3.562 -0.379 -2.133
H 0.696 3.667 0.269
H 1.128 -0.419 -2.447
H -1.087 0.624 -2.122
H 0.263 0.935 3.667
C -0.277 -1.065 1.726
C -2.307 -1.192 -0.160
H 2.910 2.658 -0.087
C -0.635 -2.272 1.166
O -0.664 1.342 1.853
H -1.633 3.344 0.180
H -3.019 -4.787 -1.451
C -1.938 0.015 0.400
H -3.928 -3.393 -0.813
O 4.436 -1.554 -0.184
O -3.436 1.102 -1.434
C 2.166 1.027 -1.257
C 1.038 0.477 -1.851
H -2.742 -3.161 -2.127
C -0.937 0.110 1.360
S -2.807 1.469 -0.200
C -0.207 1.048 -1.667
C 0.796 2.773 -0.328
H 1.360 1.122 2.262
H 4.537 -2.052 0.643
H 4.317 1.007 -1.329
H 0.530 -1.038 2.438
C 2.036 2.204 -0.531
O -3.629 2.051 0.817
H -3.087 -1.166 -0.903
C 0.437 1.474 2.731

# 5
This record from the Open Molecules 2025 dataset describes a 3-piece molecular cluster, C16H18BrF10N3O3PS overall at a distorted geometry. The level of theory is wB97M-V/def2-TZVPD.

orbital gap	7.30	eV
2S+1	1
total energy	-5322.62209	hartree
total charge	-1
E_HOMO	-0.18877	hartree
maximum force	7.5	eV Å⁻¹

CARTESIAN COORDINATES (ANGSTROEM)
H -2.872 3.979 -3.423
N 0.802 -2.601 -1.046
F -0.857 -2.655 0.783
C -3.029 1.371 -2.311
F 1.744 -1.680 1.453
P -0.064 -5.062 -0.064
H 0.744 4.524 5.155
H -0.719 -5.416 1.179
H -0.637 4.473 4.066
C 0.343 4.032 4.265
C -0.425 -3.210 -0.502
C 2.821 -3.302 -2.519
Br 3.689 -2.379 -4.069
N -2.738 2.635 2.640
H -3.609 0.512 -1.965
H 0.836 -2.480 -3.266
C 1.205 -3.120 -2.373
O -2.843 -3.891 -1.014
C -1.651 2.256 2.914
C 4.003 -0.124 1.627
F 3.343 1.097 -0.358
H 1.346 -5.255 0.135
C 0.248 2.527 4.489
H 1.239 2.143 4.751
H -2.032 1.308 -1.866
F 4.534 -1.367 2.050
C -2.906 1.311 -3.808
H 0.390 1.933 2.407
C 1.704 -0.676 0.446
F 5.154 0.701 1.350
H -4.727 2.710 -2.327
C 0.911 -1.156 -0.902
C 3.218 -0.225 0.193
O 3.463 -4.016 -1.707
H 0.789 -4.178 -2.612
C -3.720 2.673 -1.899
F 1.001 0.514 0.872
C -2.952 3.916 -2.335
N -2.810 1.263 -4.987
H -0.307 0.701 3.467
F 3.991 -1.186 -0.548
C -0.270 1.774 3.262
O -1.846 -2.499 -2.520
H 1.003 4.263 3.423
F -0.357 -0.459 -0.920
F 1.637 -0.511 -1.981
H -0.407 2.336 5.346
F 3.271 0.563 2.617
S -0.688 -6.322 -1.406
H -3.832 2.688 -0.811
C -1.721 -3.171 -1.444
H -1.942 3.921 -1.914
H -3.467 4.819 -1.995

# 6
This record from the Open Molecules 2025 dataset describes one molecule with the formula C16H18BrFN2O3. The level of theory is wB97M-V/def2-TZVPD.

orbital gap	9.32	eV
2S+1	1
total energy	-3629.69546	hartree
SMILES	O=C(CCCCCN1C(=O)CCC1=O)Nc1ccc(Br)cc1F
E_HOMO	-0.32209	hartree
maximum force	0.7	eV Å⁻¹

CARTESIAN COORDINATES (ANGSTROEM)
H 2.791 -3.557 -1.025
H 1.576 3.300 -0.305
H 4.798 0.518 -1.142
H 2.051 2.014 1.770
C 1.954 -0.682 -1.980
C -3.231 0.125 0.762
O 1.608 0.137 -2.792
H 1.682 0.512 0.926
H 0.340 -1.902 -1.394
H -0.820 3.041 -0.339
H -3.821 -3.194 0.426
C 2.081 1.519 0.796
C 1.364 -2.050 -1.737
H -0.292 2.745 1.323
C 3.250 -1.601 -0.302
H 3.386 1.365 -1.820
Br -6.671 -3.028 1.200
C 3.736 0.735 -1.000
C -0.255 2.357 0.300
C 2.250 -2.679 -0.669
C -5.279 -1.748 1.023
C 3.541 1.426 0.354
H 1.201 1.799 -1.158
N -2.269 1.122 0.657
H 3.975 2.425 0.284
H 4.094 0.866 1.110
H 1.700 -2.972 0.225
C -3.000 -1.224 0.502
C -4.015 -2.153 0.631
O -0.436 -0.037 -0.027
N 2.994 -0.505 -1.094
H -6.526 -0.083 1.600
C 1.193 2.284 -0.183
C -0.955 1.011 0.279
C -5.548 -0.416 1.292
H 1.331 -2.615 -2.668
O 4.129 -1.665 0.518
F -4.765 1.800 1.416
H -2.015 -1.534 0.198
H -2.604 2.050 0.885
C -4.522 0.493 1.157

# 7
This record from the Open Molecules 2025 dataset describes C16H18Cl8N2O4 as an isolated structure at a distorted geometry. The level of theory is wB97M-V/def2-TZVPD.

orbital gap	8.26	eV
2S+1	1
total energy	-4711.52556	hartree
E_HOMO	-0.32107	hartree
maximum force	14.3	eV Å⁻¹

CARTESIAN COORDINATES (ANGSTROEM)
H -1.398 0.315 1.954
H -4.397 4.744 -2.208
H -4.148 3.965 0.130
Cl -2.028 1.580 1.737
H 3.239 -3.330 0.808
Cl -0.817 -1.037 -5.393
H -0.720 1.714 -0.940
C -1.250 0.177 -4.134
Cl -4.346 0.902 3.320
N 4.598 -3.422 -0.806
C -2.898 3.447 -2.979
H 2.704 -2.329 -0.612
C -3.507 3.617 -0.667
H 3.818 -3.808 2.414
C -0.577 0.215 -0.158
H -1.424 0.737 -0.577
H 1.972 -3.884 2.450
C -1.570 2.301 -1.254
H -3.119 3.703 -4.004
Cl -2.256 2.883 4.240
C 0.518 -0.231 -0.873
O 4.998 -2.529 -1.475
C 3.177 -3.251 -0.277
C 1.524 -0.983 1.169
Cl -0.058 0.016 -2.855
H 2.468 -3.987 -0.657
C -1.871 2.611 -2.573
H -2.185 2.818 0.798
C 1.528 -0.929 -0.284
H 2.459 -1.004 -0.827
C -0.605 0.046 1.271
H 2.981 -4.565 3.724
Cl -1.332 1.813 -4.798
C -3.666 3.976 -1.999
C -2.393 2.920 -0.257
H 2.488 -1.385 1.445
O 3.696 -2.421 4.798
Cl -2.805 0.074 -3.535
H 0.476 -0.666 3.004
O 5.180 -4.482 -0.667
C -3.199 2.195 2.921
C 0.484 -0.567 1.928
H -1.338 2.102 -3.362
C 2.903 -3.752 3.002
N 3.151 -2.422 3.718
O 2.954 -1.392 3.081
Cl -4.087 3.627 2.195
H 0.677 -0.121 -1.935

# 8
This record from the Open Molecules 2025 dataset describes one molecule with the formula C16H18ClFN2O2S. The level of theory is wB97M-V/def2-TZVPD.

orbital gap	8.41	eV
2S+1	1
total energy	-1838.74887	hartree
SMILES	O=C(NCCCN1CCOCC1)c1sc2cc(F)ccc2c1Cl
E_HOMO	-0.31119	hartree
maximum force	0.7	eV Å⁻¹

CARTESIAN COORDINATES (ANGSTROEM)
H -0.770 0.837 0.746
C 1.801 -0.978 -0.801
C -1.461 -2.854 -0.819
H 4.640 -0.888 2.234
O -3.181 3.042 -0.031
H -4.378 2.351 1.496
H -3.360 -1.561 1.237
C 3.741 -0.370 0.351
H 6.599 0.603 1.879
C 2.543 -1.144 0.331
H -1.716 -3.656 -0.125
H 0.263 -2.610 0.404
H -1.523 1.053 -0.856
F 6.981 2.072 -0.191
H -1.620 -1.259 1.195
C 0.513 -1.511 -1.296
H -2.033 2.733 1.650
H -3.989 0.656 -1.023
C -1.975 2.614 0.557
C -4.255 2.244 0.407
C -4.025 0.770 0.073
H -3.457 -2.091 -1.050
H -5.144 2.623 -0.100
C -1.682 1.149 0.231
C -2.559 -1.086 0.663
O 0.093 -1.144 -2.379
H 5.061 1.825 -1.918
C 5.816 0.524 1.143
H -1.450 -3.249 -1.839
H -4.849 0.170 0.465
H -1.193 3.263 0.159
C 5.910 1.275 -0.030
S 2.532 0.152 -1.906
H -2.171 -0.959 -1.466
C 3.865 0.399 -0.825
N -0.125 -2.391 -0.500
C -2.481 -1.714 -0.743
N -2.791 0.343 0.709
C 4.732 -0.299 1.335
Cl 2.140 -2.168 1.656
C 4.957 1.233 -1.025

> total energy of number 3 (C16H17NO4S)?

-1373.72206 hartree